1.
This record from the OMol25 dataset describes a 2-piece molecular cluster, CH2ClO2S2 overall. The level of theory is wB97M-V/def2-TZVPD.

Structure (ORCA input):
```
! wB97M-V def2-TZVPD RIJCOSX def2/J DEFGRID3
* xyz -1 1
C -0.9316 -0.9476 0.2502
O 0.3257 1.5238 -1.4715
O 0.9514 1.8932 0.9630
S 2.4329 -0.2594 -0.3854
S 0.8288 0.9621 -0.1871
Cl -2.4899 -0.7677 -0.3810
H -0.1877 -1.5048 -0.2034
H -0.9296 -0.8996 1.4152
*
```

Computed properties:
Total energy in eV: -39356.812
Frontier orbital gap (alpha / beta) in eV: 7.54 / 7.21
ΔE to the lowest compared entry with this formula, charge and spin in kJ/mol: 158.7

These are the Löwdin partial charges, in e, on atoms 1 to 5: C -0.6616; O -0.5175; O -0.5138; S 0.0233; S 0.2026

=====

2.
This record from the OMol25 dataset describes a 2-piece molecular cluster, CH2F3N overall. The level of theory is wB97M-V/def2-TZVPD.

Structure (ORCA input):
```
! wB97M-V def2-TZVPD RIJCOSX def2/J DEFGRID3
* xyz 0 1
F 1.6858 0.6549 -0.7638
C 0.9648 0.5352 0.2744
N 0.1463 -0.3977 0.4739
F 0.2879 -1.4073 -0.4005
H 1.0851 1.2955 1.1260
F -2.2430 -0.2092 -0.7669
H -1.9269 -0.4714 0.0568
*
```

Computed properties:
Total energy in eV: -10709.272
Frontier orbital gap in eV: 12.33
SMILES: F/C=N\F.F
ΔE to the lowest compared entry with this formula, charge and spin in kJ/mol: 310.9

These are the Löwdin partial charges, in e, on atoms 1 to 5: F 0.1429; C -0.2501; N 0.0196; F -0.0338; H 0.1638

=====

3.
This record from the OMol25 dataset describes a 2-piece molecular cluster, CH2F3N2 overall. The level of theory is wB97M-V/def2-TZVPD.

Structure (ORCA input):
```
! wB97M-V def2-TZVPD RIJCOSX def2/J DEFGRID3
* xyz 1 1
C 0.1834 0.0813 -0.7145
N 1.2742 -0.4327 1.3985
N -0.9481 0.5996 -0.6813
F 1.0717 0.0764 -1.6230
F -1.5405 1.1058 -1.7844
F -1.8288 0.4018 0.3218
H 1.3697 -1.4021 1.0805
H 0.4183 -0.4300 2.0024
*
```

Computed properties:
Total energy in eV: -12184.215
Frontier orbital gap (alpha / beta) in eV: 8.89 / 8.89
ΔE to the lowest compared entry with this formula, charge and spin in kJ/mol: 497.0

These are the Löwdin partial charges, in e, on atoms 1 to 5: C -0.0102; N 0.3020; N -0.0175; F 0.2556; F 0.1936

=====

ΔE to the lowest compared entry with this formula, charge and spin of number 2 (CH2F3N)?
310.9 kJ/mol

=====

Please write out number 3 again, unchanged.
This record from the OMol25 dataset describes a 2-piece molecular cluster, CH2F3N2 overall. The level of theory is wB97M-V/def2-TZVPD.

Structure (ORCA input):
```
! wB97M-V def2-TZVPD RIJCOSX def2/J DEFGRID3
* xyz 1 1
C 0.1834 0.0813 -0.7145
N 1.2742 -0.4327 1.3985
N -0.9481 0.5996 -0.6813
F 1.0717 0.0764 -1.6230
F -1.5405 1.1058 -1.7844
F -1.8288 0.4018 0.3218
H 1.3697 -1.4021 1.0805
H 0.4183 -0.4300 2.0024
*
```

Computed properties:
Total energy in eV: -12184.215
Frontier orbital gap (alpha / beta) in eV: 8.89 / 8.89
ΔE to the lowest compared entry with this formula, charge and spin in kJ/mol: 497.0

These are the Löwdin partial charges, in e, on atoms 1 to 5: C -0.0102; N 0.3020; N -0.0175; F 0.2556; F 0.1936

=====

Look up the total energy of the second one.
-10709.272 eV

=====

Among the records above, which one has the highest total energy?
CH2F3N